Computed, not measured: 2 unconnected molecules or ions with the total composition C3H4NS, with the ωB97M-V functional and the def2-TZVPD basis.

XYZ file:
```
9
Properties=species:S:1:pos:R:3:forces:R:3:mulliken_charge:R:1
C 0.823 -0.327 0.061 -2.4 0.8 -0.8 -0.05
C -1.163 -1.238 -0.101 -2.0 -5.6 0.4 0.16
C -0.018 0.879 -0.141 -0.9 1.5 1.3 -0.44
N 0.203 -1.443 0.042 -1.1 -1.2 -0.1 -0.34
S -1.741 0.229 0.050 -0.1 2.3 -0.7 0.13
H 1.768 -0.217 0.473 2.1 -0.1 0.1 0.42
H -2.216 -2.324 -0.148 3.9 3.4 0.1 0.39
H 0.183 1.562 0.723 -0.1 -0.3 -0.6 0.34
H -0.061 1.530 -1.045 0.5 -0.7 0.4 0.40
```
Forces are in eV/Å.

Values from the calculation:
Gap between HOMO and LUMO, eV: 9.722
LUMO, eV: -6.57
E_HOMO, eV: -16.29
ΔE to the lowest compared entry with this formula, charge and spin, kcal/mol: 49.9
Charge: +1

Computed, not measured: C21H28N6O2S in the gas phase, with the ωB97M-V functional and the def2-TZVPD basis.

XYZ file:
```
58
Properties=species:S:1:pos:R:3:forces:R:3:mulliken_charge:R:1
C -5.431 4.721 1.840 -0.1 -0.1 0.2 -0.81
H -6.013 5.541 2.255 0.0 -0.1 0.0 0.23
O -4.766 5.251 0.720 0.2 0.1 -0.3 -0.44
C -3.941 4.433 0.011 0.0 -0.3 0.1 0.58
C -3.710 3.107 0.279 -0.3 0.4 0.2 -0.18
C -2.830 2.365 -0.534 0.3 0.2 -0.4 0.97
C -2.548 1.007 -0.299 0.3 -0.2 -0.4 -0.66
C -1.677 0.343 -1.129 -0.5 1.3 0.0 0.78
C -1.314 -0.994 -0.923 0.2 -0.9 0.2 -0.03
N -0.968 -2.085 -0.801 -0.2 0.0 -0.1 -0.72
C -1.071 1.068 -2.215 -0.4 0.1 0.1 0.20
N -1.324 2.331 -2.438 0.4 -0.3 -0.3 -0.41
C -2.178 2.987 -1.633 -0.3 -0.3 0.6 -0.96
C -2.437 4.351 -1.883 -0.2 0.2 0.2 -0.68
C -3.293 5.050 -1.086 0.0 -0.1 0.0 -0.53
H -3.501 6.094 -1.262 0.0 0.1 0.0 0.44
H -1.938 4.819 -2.717 0.1 0.0 -0.1 0.47
N -0.242 0.404 -3.072 0.0 -0.5 0.0 -0.20
H 0.054 -0.508 -2.750 0.0 0.1 -0.1 0.28
C 0.733 1.134 -3.846 0.3 0.2 0.1 -0.76
H 1.083 0.483 -4.651 -0.1 0.1 0.0 0.42
H 0.236 2.008 -4.267 0.1 -0.1 -0.1 0.39
C 1.911 1.596 -2.967 -0.3 0.2 -0.3 -0.97
N 2.497 0.495 -2.247 0.1 -0.5 -0.1 -0.15
C 2.170 0.182 -0.969 0.4 -0.1 0.1 0.64
N 2.571 -0.992 -0.463 0.0 0.1 -0.1 0.07
H 2.330 -1.172 0.516 0.0 0.2 -0.1 0.07
C 2.943 -2.206 -1.151 0.1 -0.2 -0.2 -0.64
H 2.742 -2.122 -2.224 0.1 0.0 0.1 0.46
C 2.138 -3.379 -0.584 0.2 0.1 0.1 -0.70
H 2.368 -4.277 -1.161 0.0 0.0 0.0 0.39
C 2.457 -3.656 0.889 -0.1 -0.1 -0.3 -0.65
N 2.070 -2.540 1.744 0.1 0.0 0.2 -0.03
C 2.854 -2.395 2.962 0.0 -0.2 0.3 -0.86
C 2.454 -3.411 4.038 0.3 0.1 -0.1 -0.50
O 1.082 -3.308 4.346 0.0 0.1 0.1 -0.40
C 0.286 -3.493 3.192 0.0 0.1 -0.3 -0.69
C 0.652 -2.496 2.088 -0.2 -0.2 0.2 -0.39
H 0.439 -1.482 2.439 -0.1 0.0 -0.1 0.37
H 0.051 -2.684 1.198 0.0 0.0 0.1 0.14
H 0.401 -4.526 2.827 0.0 0.1 0.1 0.31
H -0.747 -3.348 3.511 0.0 -0.1 -0.1 0.39
H 2.686 -4.433 3.695 0.0 0.1 0.1 0.30
H 2.990 -3.220 4.970 0.1 -0.1 -0.1 0.38
H 2.668 -1.387 3.346 0.1 0.0 0.0 0.31
H 3.916 -2.490 2.728 0.0 0.0 0.0 0.47
H 1.969 -4.599 1.178 0.1 0.0 0.0 0.30
H 3.537 -3.798 0.993 0.0 -0.1 0.0 0.52
H 1.076 -3.162 -0.698 0.0 -0.1 -0.1 0.15
H 4.018 -2.391 -1.019 -0.1 -0.1 -0.2 0.17
S 1.359 1.240 0.025 -0.4 0.5 0.6 -0.46
H 2.984 -0.198 -2.795 0.0 0.0 0.1 0.26
H 1.542 2.306 -2.223 0.1 0.0 -0.2 0.37
H 2.674 2.078 -3.583 0.0 0.0 0.0 0.41
H -3.003 0.494 0.538 0.0 0.0 0.0 0.50
H -4.182 2.600 1.107 -0.1 0.0 0.1 0.46
H -6.104 3.905 1.558 0.0 0.0 0.0 0.32
H -4.722 4.362 2.593 0.0 0.0 0.0 0.33
```
Forces are in eV/Å.

Values from the calculation:
Gap between HOMO and LUMO, eV: 7.687
LUMO, eV: -0.03
E_HOMO, eV: -7.72
ΔE to the lowest compared entry with this formula, charge and spin, kcal/mol: 33.6

Computed, not measured: 6 unconnected molecules or ions with the total composition C27H55F2N2O11, with the ωB97M-V functional and the def2-TZVPD basis.

XYZ file:
```
97
Properties=species:S:1:pos:R:3:forces:R:3:mulliken_charge:R:1
C 3.727 0.146 2.787 -0.3 0.0 -0.4 -1.20
C 3.584 0.126 1.448 0.0 0.3 1.0 -0.23
C 2.287 -0.317 0.922 -0.1 0.8 -0.8 -0.25
N 2.156 -1.560 0.586 0.0 0.7 1.0 0.98
C 3.356 -2.408 0.695 0.1 -0.8 -0.3 -1.06
O 3.616 -2.997 1.679 -0.1 0.2 0.3 -0.28
N 4.119 -2.453 -0.515 -0.4 0.3 -0.5 0.25
C 5.507 -2.163 -0.325 0.5 -0.1 0.2 0.43
O 6.321 -2.843 0.182 -0.1 -0.1 -0.1 -0.39
F 5.793 -0.972 -0.828 -0.1 0.2 0.0 -0.21
C 0.792 -1.904 0.077 -1.5 -0.3 -1.0 0.84
C 0.965 -2.375 -1.382 0.8 0.4 -0.1 -1.77
C 1.764 -1.485 -2.302 0.2 0.3 -0.2 0.11
O 2.035 -0.337 -2.095 0.0 -0.2 0.1 -0.35
O 2.116 -2.085 -3.481 -0.1 0.0 0.1 -0.55
O 0.075 -2.940 0.671 1.1 0.1 0.2 -0.18
C 0.685 -3.838 1.590 -0.1 -0.7 0.5 -0.26
C 1.342 -5.042 0.921 -0.3 0.5 -0.2 -1.16
C -0.054 -0.551 0.359 0.1 -0.8 -0.3 1.14
C -0.914 -0.217 -0.864 -0.6 0.2 0.3 -2.12
C -2.095 -1.178 -1.122 0.2 0.3 -1.0 -1.21
C -3.393 -0.420 -1.448 -0.2 -0.3 0.8 -0.66
C -4.631 -1.263 -1.126 -0.1 0.0 -0.5 -1.55
O -0.821 -0.868 1.479 0.1 0.4 -0.1 -0.21
C -1.702 0.167 1.962 -0.3 -0.1 0.8 0.01
C -3.154 -0.304 2.023 0.1 0.1 0.2 -1.44
C 1.028 0.509 0.729 0.4 0.2 0.1 2.27
F 0.880 1.025 2.027 -0.3 -0.2 0.0 -0.63
C 1.140 1.718 -0.195 0.5 0.1 0.2 -2.76
C 2.459 2.505 -0.194 -0.5 1.0 -0.5 1.78
C 2.694 3.337 1.088 0.2 -0.9 -0.3 -1.52
C 2.381 3.488 -1.391 0.4 -0.9 0.2 -2.23
H 2.882 0.418 3.412 -0.3 -1.1 0.1 0.24
H 4.639 -0.151 3.289 0.5 1.2 -0.1 0.36
H 4.356 0.495 0.780 0.4 -1.2 -0.3 0.44
H 4.045 -3.372 -0.945 0.0 -0.2 0.3 0.40
H 1.497 -3.330 -1.348 -0.1 -0.1 0.1 0.74
H 0.011 -2.599 -1.852 -0.2 0.1 0.1 0.51
H 2.892 -2.646 -3.367 0.0 -0.1 -0.1 0.39
H 1.343 -3.339 2.300 0.1 0.2 -0.1 0.37
H -0.131 -4.234 2.192 -0.2 0.2 -0.1 0.48
H 2.317 -4.825 0.488 0.1 -0.1 0.1 0.15
H 1.431 -5.844 1.647 0.2 -0.1 0.0 0.49
H 0.682 -5.364 0.116 0.0 -0.2 0.0 0.28
H -0.329 -0.134 -1.771 0.3 0.1 0.0 0.98
H -1.328 0.778 -0.696 0.0 0.1 0.0 1.13
H -2.242 -1.917 -0.341 0.0 0.1 0.3 0.47
H -1.861 -1.719 -2.043 0.0 -0.4 0.1 0.22
H -3.423 0.500 -0.862 0.0 0.1 0.0 0.41
H -3.412 -0.143 -2.500 0.1 0.1 0.0 0.51
H -5.489 -0.653 -0.847 0.0 0.1 0.0 0.37
H -4.932 -1.837 -2.001 0.0 -0.1 0.0 0.38
H -4.460 -1.981 -0.328 0.0 0.0 0.1 0.32
H -1.398 0.367 2.987 0.3 0.0 0.0 0.68
H -1.588 1.113 1.440 0.0 -0.1 -0.3 0.04
H -3.814 0.324 1.434 -0.1 -0.2 -0.2 0.28
H -3.233 -1.352 1.746 0.0 0.0 -0.3 0.29
H -3.502 -0.231 3.051 -0.1 0.0 0.1 0.34
H 0.360 2.405 0.146 -0.2 -0.1 0.1 0.64
H 0.908 1.472 -1.219 0.0 -0.3 0.0 0.77
H 3.304 1.860 -0.433 0.0 -0.2 0.2 0.29
H 1.760 3.398 1.640 0.0 0.3 0.1 0.17
H 3.062 4.322 0.820 0.0 0.1 0.2 0.57
H 3.434 2.876 1.735 0.0 0.1 0.2 0.27
H 3.407 3.729 -1.668 0.0 0.5 0.0 0.54
H 1.821 4.381 -1.135 -0.1 0.1 -0.1 0.38
H 1.949 2.990 -2.256 -0.2 0.2 -0.1 0.50
C -8.163 -2.404 -0.729 0.1 -0.2 0.1 -0.56
O -7.094 -3.344 -0.790 0.0 0.1 0.0 -0.47
H -7.964 -1.633 -1.469 0.0 0.0 0.0 0.20
H -9.119 -2.879 -0.962 0.0 0.1 0.0 0.31
H -8.224 -1.939 0.259 0.0 0.1 0.0 0.27
H -7.270 -4.026 -0.137 0.0 -0.1 0.0 0.28
C 3.005 4.733 4.419 0.2 0.0 0.0 -0.49
O 4.177 4.317 3.723 -0.1 0.0 0.1 -0.47
H 2.147 4.320 3.893 0.0 0.0 0.0 0.14
H 3.004 4.362 5.447 -0.1 0.0 0.0 0.29
H 2.921 5.822 4.430 -0.1 0.0 0.0 0.28
H 4.935 4.684 4.186 0.1 0.0 0.0 0.29
C 2.691 5.947 -4.117 -0.1 -0.2 -0.1 -0.59
O 1.678 4.958 -4.276 0.1 0.1 0.1 -0.49
H 2.401 6.583 -3.284 0.0 0.0 0.0 0.22
H 3.658 5.488 -3.892 0.0 0.1 0.0 0.26
H 2.785 6.562 -5.015 0.0 0.1 0.0 0.32
H 1.934 4.398 -5.014 -0.1 0.0 0.0 0.28
C -4.056 3.032 3.863 0.2 0.0 0.0 -0.69
O -2.981 2.514 3.077 -0.1 0.1 0.1 -0.35
H -4.983 2.658 3.436 0.0 0.0 0.0 0.23
H -3.981 2.694 4.899 -0.1 0.0 0.0 0.29
H -4.069 4.123 3.839 -0.1 0.0 0.0 0.28
H -2.162 2.847 3.455 0.0 0.0 0.0 0.23
C -2.372 -4.012 -4.314 0.0 0.2 -0.1 -0.58
O -2.725 -2.638 -4.447 0.1 -0.1 0.1 -0.45
H -2.835 -4.382 -3.402 0.0 0.0 0.0 0.24
H -2.741 -4.597 -5.159 0.0 -0.1 0.0 0.32
H -1.287 -4.135 -4.239 0.0 -0.1 0.0 0.22
H -2.320 -2.310 -5.254 -0.1 0.1 0.0 0.27
```
Forces are in eV/Å.

Values from the calculation:
Gap between HOMO and LUMO, eV: 7.883
LUMO, eV: -3.96
E_HOMO, eV: -11.84
Charge: +1

Computed, not measured: a molecular structure, C15H25Br10F9INOP, with the ωB97M-V functional and the def2-TZVPD basis.

XYZ file:
```
63
Properties=species:S:1:pos:R:3:forces:R:3:mulliken_charge:R:1
N 2.166 0.334 0.820 0.4 0.1 -0.3 -0.48
C 2.493 1.753 0.723 -0.1 -0.4 0.2 -0.57
P 1.038 2.599 0.056 0.2 -0.1 -0.5 0.36
O 1.358 4.121 -0.253 0.0 -0.5 0.0 -0.48
I 0.305 1.532 -1.935 0.0 0.0 0.3 0.29
C -0.257 2.678 1.451 0.0 0.4 0.1 0.54
F -0.043 1.670 2.302 0.0 0.0 -0.1 -0.24
F 0.027 3.834 2.087 -0.2 -0.1 -0.2 -0.17
C -1.754 2.726 1.007 -0.2 0.2 0.4 0.51
F -1.821 3.426 -0.152 0.1 -0.2 0.3 -0.24
F -2.425 3.414 1.950 0.2 -0.2 -0.3 -0.29
C -2.426 1.313 0.890 -0.1 0.0 0.4 0.76
F -1.530 0.400 0.446 -0.3 0.4 0.0 -0.24
F -2.823 0.953 2.130 0.2 0.0 -0.5 -0.27
C -3.684 1.279 -0.021 0.1 -0.2 0.0 0.51
F -4.148 0.038 -0.041 -0.1 -0.2 0.0 -0.24
F -4.611 2.083 0.475 -0.1 0.2 0.0 -0.25
F -3.396 1.644 -1.266 0.1 0.0 0.0 -0.24
H 2.854 -0.132 1.407 -0.2 0.1 0.1 0.25
H 2.246 -0.113 -0.091 -0.1 0.0 0.1 0.18
H 3.352 2.011 0.082 -0.1 0.1 0.2 0.45
H 2.631 2.175 1.730 0.1 0.0 -0.2 0.37
H 2.170 4.221 -0.786 -0.2 0.3 0.1 0.43
Br 3.224 -4.294 -0.350 0.0 0.0 0.1 -0.10
C 3.915 -5.443 1.065 -0.1 0.0 -0.1 -0.60
C 3.736 -4.844 2.434 0.1 0.1 0.1 -0.59
Br 5.001 -3.402 2.772 -0.1 0.0 0.0 -0.14
H 4.957 -5.626 0.827 0.0 0.0 0.0 0.39
H 3.352 -6.370 0.984 0.0 0.0 0.0 0.35
H 3.935 -5.589 3.200 0.0 0.0 0.0 0.36
H 2.744 -4.429 2.578 0.0 0.0 0.0 0.35
Br 3.041 4.858 2.708 0.2 0.0 0.1 -0.11
C 2.045 6.179 3.742 -0.2 -0.1 0.0 -0.57
C 1.851 7.456 2.969 0.1 0.1 0.0 -0.60
Br 3.488 8.491 2.857 0.0 -0.1 0.0 -0.11
H 2.606 6.326 4.659 0.0 0.0 0.0 0.42
H 1.087 5.716 3.968 0.0 0.0 0.0 0.33
H 1.127 8.090 3.477 0.0 0.0 0.0 0.39
H 1.524 7.275 1.950 -0.1 0.0 0.0 0.33
Br -8.281 0.573 4.696 0.1 0.0 0.0 -0.13
C -6.645 0.607 3.651 -0.1 0.1 0.0 -0.56
C -6.474 -0.642 2.827 0.1 -0.1 0.0 -0.21
Br -5.945 -2.166 3.911 0.0 0.0 0.0 -0.12
H -5.829 0.749 4.353 0.0 0.0 0.0 0.39
H -6.727 1.477 3.003 0.0 0.0 0.0 0.30
H -5.676 -0.508 2.100 0.0 0.0 0.0 -0.09
H -7.388 -0.927 2.315 0.0 0.0 0.0 0.43
Br -1.505 0.044 -4.419 0.2 0.0 0.0 -0.18
C -0.087 0.105 -5.767 -0.1 0.0 0.0 -0.55
C -0.076 -1.134 -6.617 0.0 -0.3 -0.1 -0.66
Br 0.694 -2.693 -5.748 0.0 0.3 0.1 -0.07
H 0.849 0.268 -5.241 0.0 -0.1 0.0 0.39
H -0.320 0.970 -6.383 0.0 0.0 0.0 0.36
H 0.545 -0.973 -7.496 0.0 0.1 0.0 0.35
H -1.079 -1.413 -6.927 0.0 0.0 -0.1 0.39
Br 2.679 -8.338 -4.984 0.0 0.0 0.0 -0.12
C 1.853 -7.289 -3.575 0.0 -0.1 -0.1 -0.59
C 1.524 -5.893 -4.032 0.0 0.1 0.1 -0.67
Br 3.118 -4.783 -4.165 0.0 -0.1 -0.1 -0.16
H 2.542 -7.292 -2.736 0.0 0.0 0.0 0.30
H 0.943 -7.820 -3.304 0.0 0.0 0.0 0.39
H 0.881 -5.399 -3.307 0.0 0.0 0.0 0.38
H 1.051 -5.879 -5.009 0.0 0.0 0.0 0.43
```
Forces are in eV/Å.

Values from the calculation:
Gap between HOMO and LUMO, eV: 7.558
LUMO, eV: -4.00
E_HOMO, eV: -11.56
Charge: +1

Computed, not measured: C6H14O in the gas phase, with the ωB97M-V functional and the def2-TZVPD basis.

XYZ file:
```
21
Properties=species:S:1:pos:R:3:forces:R:3:mulliken_charge:R:1
C -1.941 -0.321 -1.281 0.0 0.0 -0.1 -1.57
C -1.103 -0.367 -0.002 0.0 0.0 0.0 0.90
C -1.948 0.000 1.219 0.0 0.0 0.1 -1.62
C 0.146 0.539 -0.096 0.0 0.0 0.0 -1.18
C 1.461 -0.231 -0.116 -0.1 0.2 -0.3 0.45
C 2.667 0.702 -0.116 0.0 0.0 0.0 -1.36
O 1.470 -1.055 1.044 0.2 -0.2 0.1 -0.53
H -2.806 -0.992 -1.211 0.1 0.1 0.0 0.41
H -1.354 -0.620 -2.157 -0.1 0.0 0.1 0.35
H -2.320 0.694 -1.462 0.1 -0.1 0.0 0.36
H -0.753 -1.397 0.143 -0.1 0.1 0.0 0.24
H -2.810 -0.669 1.325 0.1 0.1 0.0 0.42
H -2.328 1.027 1.136 0.1 -0.1 0.0 0.35
H -1.348 -0.067 2.134 -0.1 0.0 -0.1 0.37
H 0.179 1.225 0.761 0.0 -0.1 -0.1 0.41
H 0.103 1.165 -0.998 0.0 -0.1 0.1 0.39
H 1.486 -0.863 -1.021 0.0 0.1 0.2 0.21
H 2.657 1.312 0.794 0.0 -0.1 -0.1 0.34
H 2.659 1.368 -0.985 0.0 -0.1 0.1 0.34
H 3.607 0.137 -0.135 -0.1 0.1 0.0 0.39
H 2.275 -1.586 1.024 -0.1 0.1 0.1 0.34
```
Forces are in eV/Å.

Values from the calculation:
Gap between HOMO and LUMO, eV: 11.201
LUMO, eV: 0.96
E_HOMO, eV: -10.24
ΔE to the lowest compared entry with this formula, charge and spin, kcal/mol: 5.2

Computed, not measured: C19H27NO5S2 in the gas phase, with the ωB97M-V functional and the def2-TZVPD basis.

XYZ file:
```
54
Properties=species:S:1:pos:R:3:forces:R:3:mulliken_charge:R:1
C 2.034 2.417 2.618 -0.4 -0.4 0.1 -0.98
C 0.747 2.292 3.454 0.2 0.3 -0.4 -0.71
C -0.531 2.082 2.603 0.6 -0.4 0.6 -0.09
C -1.314 0.780 2.910 -0.2 0.7 -0.9 -1.28
C -1.664 -0.004 1.626 0.0 0.0 0.8 -0.91
C -0.722 -1.191 1.376 -0.3 0.0 -0.6 -0.49
C 0.720 -0.721 1.157 -0.4 0.5 0.2 1.35
C 1.118 -0.162 -0.210 0.6 -0.4 -0.4 -1.61
O 0.015 0.416 -0.880 0.1 0.3 0.3 0.45
C 0.252 1.578 -1.560 -0.5 0.7 -0.3 0.02
C -0.794 2.504 -1.610 0.0 0.1 -0.2 -0.23
C -0.650 3.698 -2.312 0.5 -0.5 0.1 -0.73
C 0.554 3.986 -2.946 0.3 -0.1 -0.1 -0.46
C 1.606 3.071 -2.910 -0.9 0.0 0.4 -0.89
C 1.435 1.866 -2.228 0.5 -0.1 0.0 -0.04
O 1.712 -1.664 1.594 0.0 -0.3 -0.4 -0.55
S 1.326 -3.228 1.346 -0.1 -0.3 0.1 0.58
O 2.582 -3.913 1.374 0.3 0.0 0.1 -0.59
O 0.936 -3.150 -0.234 -0.1 0.5 0.4 -0.39
C -0.472 -3.101 -0.535 -0.5 0.1 -0.6 -0.11
C -0.561 -2.789 -2.023 0.9 -0.6 -0.1 -0.17
C 0.439 -3.647 -2.812 -0.3 0.7 -0.6 -0.76
O 0.023 -3.730 -4.178 -0.1 -0.3 0.1 -0.58
C -1.371 -2.164 0.343 0.3 0.6 -0.5 -0.44
N -2.266 -1.389 -0.600 0.9 -0.4 0.7 -0.60
C -3.415 -1.713 -0.626 -0.7 -0.1 -0.3 0.62
S -4.896 -2.211 -0.661 -0.4 0.1 -0.1 -0.40
H 1.828 2.829 1.632 0.0 0.3 0.0 0.25
H 2.469 1.432 2.457 0.2 0.0 0.0 0.19
H 2.758 3.046 3.125 0.2 0.0 0.0 0.40
H 0.868 1.472 4.157 0.0 0.0 0.2 0.30
H 0.662 3.210 4.031 -0.2 0.0 0.2 0.42
H -1.174 2.940 2.766 -0.2 0.1 -0.2 0.59
H -0.227 2.078 1.557 -0.1 0.1 -0.2 -0.14
H -2.263 1.090 3.337 0.0 -0.2 0.4 0.41
H -0.784 0.151 3.621 0.0 -0.1 0.2 0.44
H -1.692 0.678 0.787 0.0 0.0 -0.2 0.07
H -2.667 -0.407 1.749 -0.1 -0.1 -0.1 0.58
H -0.722 -1.704 2.336 0.2 -0.3 0.0 0.94
H 0.855 0.101 1.851 -0.1 0.0 0.2 -0.35
H 1.570 -0.927 -0.840 -0.1 -0.3 0.1 0.41
H 1.907 0.569 -0.037 0.0 0.2 0.0 0.65
H -1.735 2.288 -1.125 0.0 -0.2 0.1 0.39
H -1.469 4.395 -2.363 -0.1 0.1 0.1 0.41
H 0.680 4.920 -3.474 0.0 0.1 0.0 0.39
H 2.536 3.293 -3.404 0.2 0.0 -0.1 0.41
H 2.247 1.153 -2.201 0.1 -0.1 0.0 0.41
H -0.860 -4.115 -0.443 0.0 -0.1 0.3 0.54
H -0.329 -1.749 -2.229 -0.4 0.2 0.0 -0.03
H -1.536 -3.072 -2.400 -0.3 0.3 0.0 0.37
H 1.408 -3.156 -2.798 0.3 -0.3 0.3 0.33
H 0.503 -4.659 -2.426 0.1 -0.1 0.0 0.34
H 0.377 -2.972 -4.645 0.0 0.1 -0.1 0.34
H -2.051 -2.799 0.902 0.1 -0.2 0.2 0.93
```
Forces are in eV/Å.

Values from the calculation:
Gap between HOMO and LUMO, eV: 9.418
LUMO, eV: 0.41
E_HOMO, eV: -9.01
ΔE to the lowest compared entry with this formula, charge and spin, kcal/mol: 46.9

Computed, not measured: a gas-phase ion, H3NO3P2 (charge -2), with the ωB97M-V functional and the def2-TZVPD basis.

XYZ file:
```
9
Properties=species:S:1:pos:R:3:forces:R:3:mulliken_charge:R:1
N 0.395 0.337 0.235 2.8 3.2 0.7 0.04
O 2.721 1.473 -0.746 -1.4 0.0 0.1 -0.76
O 2.812 0.057 1.354 -1.1 0.2 -0.8 -0.79
O 2.492 -1.033 -0.896 -0.8 -2.4 -1.7 -0.69
P -0.815 -0.680 -0.017 -2.1 -2.0 -1.1 -1.41
P 2.295 0.163 -0.097 2.4 2.2 3.2 0.85
H 0.153 1.241 0.703 0.5 -1.0 -0.8 0.23
H -1.191 -0.683 -1.549 -0.5 0.4 0.4 0.29
H 0.014 -1.719 -0.388 0.2 -0.7 0.1 0.24
```
Forces are in eV/Å.

Values from the calculation:
Gap between HOMO and LUMO (spin up / spin down), eV: 3.488 / 5.116
2S+1: 3
LUMO (spin up / spin down), eV: 7.13 / 4.58
E_HOMO (spin up / spin down), eV: 3.64 / -0.54
Charge: -2

| no. | molecular weight (g mol⁻¹) | energy (eV) |
| --- | --- | --- |
| 1 | 86.1 | -15490.570 |
| 2 | 428.6 | -46102.437 |
| 3 | 621.7 | -59816.858 |
| 4 | 1363.3 | -761764.574 |
| 5 | 102.2 | -8496.665 |
| 6 | 413.6 | -53536.708 |
| 7 | 127.0 | -26256.009 |